one) ORCA calculation (ωB97M-V with the def2-TZVPD basis set) on a 6-piece molecular cluster, C12H36O12 overall.

Cartesian coordinates (Å):
O -7.328 -0.908 15.429
C -8.725 -1.198 15.307
C -8.890 -2.288 14.205
O -8.190 -3.433 14.426
H -6.938 -1.000 14.557
H -9.057 -1.617 16.257
H -9.246 -0.308 14.956
H -8.624 -1.818 13.258
H -9.961 -2.477 14.141
H -8.301 -3.979 13.644
O -7.498 -1.343 20.528
C -6.570 -0.361 20.097
C -7.002 1.079 20.481
O -7.645 1.680 19.367
H -8.340 -1.261 20.076
H -5.598 -0.672 20.481
H -6.520 -0.484 19.015
H -6.118 1.677 20.700
H -7.728 1.141 21.291
H -7.181 1.417 18.568
O -3.454 6.471 17.542
C -2.787 7.004 16.408
C -2.124 5.887 15.627
O -1.421 6.415 14.517
H -3.809 7.203 18.052
H -3.555 7.462 15.785
H -1.964 7.621 16.768
H -2.903 5.168 15.375
H -1.440 5.282 16.222
H -0.907 7.175 14.799
O -8.298 8.957 15.807
C -7.943 8.198 16.959
C -6.656 7.421 16.723
O -7.008 6.283 15.955
H -9.016 9.575 15.963
H -7.809 8.864 17.811
H -8.736 7.501 17.229
H -6.327 7.016 17.680
H -5.944 8.088 16.235
H -6.369 5.587 16.124
O -9.871 2.327 11.785
C -8.442 2.452 11.739
C -7.810 1.801 12.979
O -7.965 2.729 14.067
H -10.279 2.766 11.035
H -8.054 2.030 10.812
H -8.086 3.466 11.556
H -6.769 1.539 12.789
H -8.235 0.814 13.158
H -8.840 2.684 14.460
O -6.219 0.985 16.926
C -5.197 1.612 16.138
C -4.976 3.019 16.689
O -6.217 3.700 16.652
H -6.626 0.259 16.448
H -4.292 1.010 16.212
H -5.506 1.649 15.093
H -4.249 3.522 16.052
H -4.737 3.182 17.740
H -6.832 3.104 16.217

Output
SMILES: OCCO.OCCO.OCCO.OCCO.OCCO.OCCO
Highest occupied orbital energy: -9.25 eV


two) ORCA calculation (ωB97M-V with the def2-TZVPD basis set) on a 6-piece molecular cluster, C12H36O12 overall.

Cartesian coordinates (Å):
O -37.381 -4.564 0.265
C -38.521 -5.470 0.516
C -38.646 -5.772 1.942
O -39.230 -4.603 2.595
H -36.566 -5.050 0.412
H -39.420 -5.066 0.051
H -38.273 -6.429 0.061
H -37.682 -5.951 2.418
H -39.221 -6.681 2.120
H -39.872 -4.826 3.274
O -36.342 -7.033 7.155
C -35.916 -6.394 5.933
C -36.164 -7.210 4.636
O -35.522 -8.500 4.791
H -36.113 -7.957 7.027
H -36.536 -5.504 5.827
H -34.915 -5.970 6.009
H -35.593 -6.753 3.828
H -37.202 -7.449 4.403
H -35.435 -8.943 3.944
O -32.736 -8.399 11.281
C -33.726 -7.873 10.421
C -33.320 -6.803 9.389
O -32.720 -5.703 9.983
H -32.175 -8.873 10.663
H -34.179 -8.685 9.853
H -34.555 -7.543 11.047
H -34.145 -6.436 8.779
H -32.532 -7.163 8.728
H -32.665 -4.994 9.338
O -39.732 -10.386 6.124
C -38.251 -10.298 6.038
C -37.692 -11.671 6.529
O -37.887 -11.836 7.892
H -39.922 -10.881 6.925
H -37.911 -10.024 5.040
H -37.908 -9.551 6.754
H -36.697 -11.982 6.212
H -38.293 -12.485 6.122
H -38.735 -12.270 8.006
O -35.530 -9.657 2.446
C -36.438 -10.634 2.016
C -37.394 -10.053 1.011
O -36.620 -9.262 0.040
H -35.114 -9.385 1.625
H -35.810 -11.332 1.462
H -37.016 -11.022 2.855
H -38.099 -9.406 1.532
H -37.931 -10.888 0.561
H -36.615 -9.779 -0.769
O -37.580 -5.493 11.436
C -37.476 -6.645 10.565
C -38.703 -6.639 9.660
O -39.876 -6.840 10.386
H -36.714 -5.275 11.790
H -36.649 -6.529 9.864
H -37.335 -7.595 11.080
H -38.659 -7.483 8.972
H -38.733 -5.675 9.152
H -39.910 -6.051 10.931

Output
SMILES: OCCO.OCCO.OCCO.OCCO.OCCO.OCCO
Highest occupied orbital energy: -9.81 eV


Result of the stability comparison: one) is the most stable of them.


one) ORCA calculation (ωB97M-V with the def2-TZVPD basis set) on H18KrO9 as an isolated structure.

Cartesian coordinates (Å):
Kr 0.263 0.245 0.042
O 0.475 -3.034 -1.257
H -0.228 -2.528 -1.663
H 0.606 -3.778 -1.845
O 2.967 -1.967 -1.389
H 2.023 -2.026 -1.245
H 3.271 -2.875 -1.365
O 0.918 -1.594 3.361
H 1.390 -1.079 4.015
H 1.587 -1.846 2.724
O -3.222 0.914 1.684
H -2.790 1.467 1.032
H -2.503 0.523 2.180
O -1.956 2.801 -0.370
H -2.558 2.989 -1.090
H -1.085 2.874 -0.760
O -2.162 -2.020 -1.994
H -2.366 -2.947 -2.120
H -2.723 -1.748 -1.268
O 3.149 2.408 -1.464
H 3.307 1.537 -1.828
H 3.511 2.368 -0.579
O -1.338 0.047 3.510
H -0.648 -0.545 3.212
H -1.978 -0.525 3.935
O 0.412 3.385 -1.558
H 1.323 3.097 -1.508
H 0.355 3.857 -2.389

Output
Highest occupied orbital energy: -9.86 eV


two) ORCA calculation (ωB97M-V with the def2-TZVPD basis set) on H18KrO9 as an isolated structure.

Cartesian coordinates (Å):
Kr -0.668 -0.231 0.327
O -0.821 -0.563 3.867
H -1.020 -1.180 3.164
H -0.550 -1.114 4.602
O -1.695 -0.581 -2.963
H -0.764 -0.621 -3.178
H -1.801 -1.198 -2.239
O 1.787 0.781 3.718
H 2.305 0.392 3.012
H 0.887 0.520 3.527
O -1.251 2.025 -2.204
H -1.330 1.110 -2.475
H -2.088 2.223 -1.783
O 1.549 -3.165 -1.466
H 1.283 -4.079 -1.567
H 0.742 -2.705 -1.231
O 1.839 0.035 -1.689
H 2.721 0.170 -1.343
H 1.364 0.831 -1.453
O 1.048 2.459 -0.786
H 0.226 2.657 -1.235
H 0.819 2.455 0.144
O -2.212 -2.748 -1.155
H -1.976 -3.480 -0.586
H -3.151 -2.855 -1.306
O 0.649 2.954 1.818
H 0.749 2.327 2.535
H 1.359 3.583 1.948

Output
Highest occupied orbital energy: -10.38 eV


Result of the stability comparison: one) is the most stable of them.


one) ORCA calculation (ωB97M-V with the def2-TZVPD basis set) on an isolated ion of composition C9H11N2OS and charge +1.

Cartesian coordinates (Å):
C 3.076 0.825 -0.956
C 2.609 1.487 0.206
C 2.666 -0.501 -1.254
C 1.604 0.887 0.910
C 1.653 -1.150 -0.619
C 1.038 -0.418 0.446
C -1.597 0.780 -0.404
C -0.945 -1.620 0.720
C -2.445 -1.305 1.016
N -0.061 -0.624 1.130
N -1.927 2.010 -0.645
O -4.123 0.579 -0.312
S -3.056 -0.380 -0.502
H 3.783 1.239 -1.596
H 3.013 2.516 0.528
H 3.206 -1.082 -2.004
H 1.270 1.241 1.845
H 1.347 -2.072 -1.138
H -0.674 -2.389 1.450
H -0.857 -1.937 -0.323
H -2.947 -2.305 1.124
H -2.563 -0.750 1.914
H -1.163 2.811 -0.644
H -2.906 2.158 -0.891

Output
Net charge: +1
Highest occupied orbital energy (spin up / spin down): -12.46 / -11.63 eV


two) ORCA calculation (ωB97M-V with the def2-TZVPD basis set) on an isolated ion of composition C9H11N2OS and charge +1.

Cartesian coordinates (Å):
C -1.415 1.368 0.178
C -2.775 1.395 0.590
C -2.457 -0.342 2.127
C -0.608 0.291 0.725
C -1.104 -0.519 1.728
C 1.237 -1.005 1.095
C 0.389 -0.088 -2.143
C 2.693 0.081 -1.098
C 1.195 0.456 -0.960
N -3.277 0.467 1.440
N 0.679 0.027 0.344
O -0.180 -2.983 2.227
S 0.224 -1.593 2.411
H -1.061 2.133 -0.464
H -3.290 2.200 0.231
H -2.924 -1.108 2.666
H 2.254 -1.350 0.857
H -0.653 -0.129 -1.706
H 0.300 0.596 -3.037
H 0.690 -1.076 -2.483
H 2.726 -1.068 -1.281
H 3.365 0.337 -0.320
H 3.012 0.461 -2.069
H 0.982 1.447 -1.057

Output
Net charge: +1
Highest occupied orbital energy (spin up / spin down): -13.85 / -13.85 eV


Result of the stability comparison: two) is the most stable of them.


one) ORCA calculation (ωB97M-V with the def2-TZVPD basis set) on a single C5H6ClNO molecule.

Cartesian coordinates (Å):
O 2.814 -1.163 -0.079
C 2.370 -0.025 -0.299
N 1.096 0.367 -0.032
C 0.423 1.545 -0.247
C -0.842 1.509 0.112
C -1.169 0.196 0.678
Cl -2.210 -0.783 -0.420
C 0.210 -0.490 0.748
H 2.993 0.733 -0.872
H 0.919 2.445 -0.658
H -1.599 2.206 -0.222
H -1.612 0.247 1.700
H 0.586 -0.477 1.814
H 0.141 -1.516 0.282

Output
SMILES: O=CN1C=C[C@@H](Cl)C1
Highest occupied orbital energy: -9.02 eV


two) ORCA calculation (ωB97M-V with the def2-TZVPD basis set) on a single C5H6ClNO molecule.

Cartesian coordinates (Å):
C -1.251 1.438 -0.089
C -2.143 0.494 0.129
C -0.664 -1.192 0.013
C 0.279 1.014 0.027
C 1.660 -1.020 0.106
N 0.333 -0.395 0.009
O -0.921 -2.333 0.039
Cl -3.807 0.406 0.029
H -1.373 2.477 -0.267
H 0.947 1.288 -0.935
H 0.723 1.485 0.856
H 1.556 -2.053 -0.209
H 2.464 -0.589 -0.676
H 2.198 -1.021 0.968

Output
Highest occupied orbital energy: -8.42 eV


Result of the stability comparison: one) is the most stable of them.